Record 1
Entry from the OMol25 dataset: C16H28BCl14F10HgNO4S2 as an isolated structure in a non-equilibrium geometry (ωB97M-V/def2-TZVPD).

Each line ends with the Löwdin charge.
Cartesian coordinates (Å):
Hg (-16.48, -22.94, -7.78)  1.333
B (-14.37, -23.16, -9.28)  -1.227
F (-14.08, -22.95, -7.90)  0.045
F (-13.28, -23.51, -10.02)  0.201
F (-15.39, -24.22, -9.32)  0.014
F (-15.05, -22.01, -9.75)  0.095
C (-19.14, -20.91, -5.06)  -0.688
F (-18.57, -19.75, -4.81)  0.166
F (-19.98, -21.22, -4.09)  0.156
F (-19.76, -20.87, -6.22)  0.131
S (-17.91, -22.32, -5.15)  0.580
O (-17.59, -22.72, -3.83)  -0.232
O (-18.50, -23.27, -6.05)  -0.353
N (-16.65, -21.72, -6.03)  -0.411
S (-15.43, -20.97, -5.22)  0.581
O (-15.96, -20.21, -4.14)  -0.252
O (-14.36, -21.86, -4.99)  -0.269
C (-14.90, -19.71, -6.45)  -0.696
F (-13.81, -19.14, -6.02)  0.182
F (-14.72, -20.26, -7.64)  0.145
F (-15.89, -18.81, -6.54)  0.152
Cl (-12.00, -16.88, -8.62)  0.540
C (-10.83, -17.54, -7.44)  -0.661
C (-9.61, -16.66, -7.31)  -0.671
Cl (-8.37, -17.02, -8.54)  0.545
H (-10.55, -18.55, -7.74)  0.064
H (-11.36, -17.58, -6.49)  0.060
H (-9.13, -16.81, -6.35)  0.069
H (-9.89, -15.61, -7.37)  0.062
Cl (-11.49, -23.84, -1.53)  0.526
C (-11.80, -23.26, -3.21)  -0.664
C (-11.52, -21.82, -3.36)  -0.673
Cl (-12.70, -20.84, -2.46)  0.582
H (-12.82, -23.55, -3.43)  0.053
H (-11.16, -23.90, -3.82)  0.074
H (-11.56, -21.55, -4.41)  0.073
H (-10.53, -21.59, -2.98)  0.070
Cl (-21.89, -23.14, -0.30)  0.553
C (-21.62, -23.91, -1.89)  -0.674
C (-22.77, -24.76, -2.29)  -0.640
Cl (-24.17, -23.72, -2.73)  0.573
H (-20.69, -24.48, -1.78)  0.074
H (-21.35, -23.13, -2.60)  0.050
H (-23.08, -25.39, -1.46)  0.067
H (-22.54, -25.40, -3.14)  0.075
Cl (-23.16, -21.23, -10.73)  0.560
C (-23.15, -22.26, -9.28)  -0.676
C (-22.57, -21.49, -8.11)  -0.663
Cl (-22.51, -22.54, -6.67)  0.595
H (-22.60, -23.17, -9.50)  0.067
H (-24.17, -22.53, -9.06)  0.070
H (-23.30, -20.72, -7.87)  0.071
H (-21.63, -20.99, -8.31)  0.064
Cl (-17.10, -19.61, 1.18)  0.531
C (-17.37, -18.77, -0.38)  -0.640
C (-18.37, -19.48, -1.27)  -0.666
Cl (-19.84, -20.05, -0.45)  0.542
H (-16.40, -18.73, -0.87)  0.068
H (-17.66, -17.75, -0.15)  0.070
H (-17.89, -20.36, -1.68)  0.057
H (-18.70, -18.81, -2.06)  0.066
Cl (-15.77, -25.03, -6.01)  0.639
C (-16.52, -25.82, -4.60)  -0.611
C (-16.55, -27.32, -4.73)  -0.641
Cl (-17.49, -27.83, -6.15)  0.556
H (-17.55, -25.47, -4.48)  0.065
H (-15.98, -25.48, -3.72)  0.088
H (-17.03, -27.71, -3.83)  0.082
H (-15.57, -27.77, -4.83)  0.072
Cl (-25.24, -19.34, -4.58)  0.541
C (-23.82, -20.35, -4.19)  -0.703
C (-23.21, -20.03, -2.85)  -0.651
Cl (-24.40, -20.33, -1.55)  0.531
H (-23.14, -20.26, -5.03)  0.032
H (-24.20, -21.36, -4.13)  0.001
H (-22.92, -18.99, -2.77)  0.070
H (-22.36, -20.67, -2.63)  0.037

Computed properties:
- charge = 0
- HOMO level (eV) = -10.43
- HOMO-LUMO gap (eV) = 7.30
- ΔE to the lowest compared entry with this formula, charge and spin (kJ/mol) = 0.00

=====

Record 2
Entry from the OMol25 dataset: C16H28ClCrOTl as an isolated structure in a non-equilibrium geometry (ωB97M-V/def2-TZVPD).

Each line ends with the Löwdin charge.
Cartesian coordinates (Å):
Tl (1.86, 1.70, -0.15)  0.961
Cl (2.48, -0.55, -2.23)  0.063
C (2.73, 0.31, 1.39)  -0.260
H (2.29, 0.61, 2.35)  -0.023
H (3.83, 0.30, 1.42)  -0.008
H (2.36, -0.69, 1.10)  -0.026
Cr (3.85, 1.14, -2.43)  0.176
C (5.82, 0.53, -2.43)  -0.242
C (3.32, 2.13, -4.14)  -0.246
C (3.72, 2.68, -1.21)  -0.370
H (2.27, 2.44, -4.08)  0.000
H (3.96, 3.01, -4.26)  -0.010
H (3.42, 1.48, -5.03)  -0.005
H (6.08, 0.07, -1.46)  -0.008
H (6.02, -0.22, -3.21)  -0.011
H (6.46, 1.41, -2.60)  -0.016
H (4.43, 2.86, -0.37)  -0.014
H (3.29, 3.66, -1.52)  -0.037
C (-3.97, 0.70, -1.86)  -0.086
C (-3.09, 1.14, -0.69)  -0.392
C (-3.60, 2.46, -0.12)  -0.084
C (-3.00, 0.06, 0.39)  -0.153
C (-4.13, -0.41, 1.02)  -0.092
C (-4.06, -1.43, 1.96)  -0.140
C (-2.83, -2.03, 2.25)  -0.091
C (-1.67, -1.60, 1.65)  -0.145
C (-0.33, -2.30, 1.95)  -0.390
C (0.11, -2.04, 3.39)  -0.081
C (-0.40, -3.80, 1.67)  -0.082
C (-1.69, -0.43, 0.78)  -0.349
O (-0.62, 0.15, 0.42)  -0.181
H (-5.01, 0.57, -1.54)  0.067
H (-3.62, -0.24, -2.27)  0.079
H (-3.95, 1.45, -2.66)  0.066
H (-2.07, 1.30, -1.06)  0.120
H (-4.63, 2.36, 0.25)  0.069
H (-2.98, 2.79, 0.72)  0.078
H (-3.59, 3.25, -0.88)  0.066
H (-5.09, 0.04, 0.75)  0.096
H (-4.97, -1.77, 2.46)  0.073
H (-2.79, -2.86, 2.96)  0.096
H (0.40, -1.85, 1.27)  0.106
H (-0.63, -2.43, 4.10)  0.071
H (1.07, -2.52, 3.58)  0.067
H (0.22, -0.96, 3.56)  0.076
H (-0.73, -3.99, 0.64)  0.080
H (0.59, -4.25, 1.81)  0.068
H (-1.11, -4.29, 2.36)  0.066

Computed properties:
- charge = -1
- spin multiplicity = 4
- HOMO level (spin up / spin down) (eV) = -3.39 / -3.39
- HOMO-LUMO gap (spin up / spin down) (eV) = 4.74 / 4.31

=====

Record 3
Entry from the OMol25 dataset: C16H28IN6PbSbSe4 as an isolated structure (ωB97M-V/def2-TZVPD).

Each line ends with the Löwdin charge.
Cartesian coordinates (Å):
Pb (0.14, -0.12, -0.14)  1.058
N (1.56, -0.94, 1.84)  -0.097
C (2.08, -2.31, 1.66)  -0.289
C (1.04, -3.39, 1.97)  -0.219
N (-0.24, -3.25, 1.29)  -0.086
C (-0.70, -4.43, 0.58)  -0.243
C (-0.01, -4.65, -0.76)  -0.288
N (-0.34, -3.62, -1.73)  -0.002
H (2.36, -0.31, 1.86)  -0.064
H (1.10, -0.88, 2.74)  0.070
H (2.92, -2.48, 2.34)  0.113
H (2.44, -2.41, 0.64)  -0.004
H (0.91, -3.43, 3.05)  0.117
H (1.49, -4.35, 1.67)  0.116
H (-0.96, -2.95, 1.94)  0.091
H (-1.77, -4.33, 0.40)  0.114
H (-0.54, -5.34, 1.18)  0.112
H (-0.28, -5.66, -1.11)  0.107
H (1.08, -4.65, -0.61)  0.087
H (-1.29, -3.72, -2.05)  0.065
H (0.27, -3.67, -2.54)  0.039
Se (4.53, 0.87, 1.37)  -0.174
Sb (4.97, 0.09, -0.84)  0.319
Se (3.22, -2.65, -2.18)  -0.068
Se (2.44, -0.45, -1.93)  -0.142
Se (4.90, -2.58, -0.53)  -0.093
C (-2.68, 1.33, 0.97)  -0.112
N (-1.41, 1.22, 1.67)  -0.369
C (-1.58, 0.52, 2.94)  -0.101
C (-0.80, 2.53, 1.86)  -0.177
C (-0.01, 3.04, 0.68)  -0.265
C (0.01, 4.41, 0.44)  -0.055
C (0.85, 4.96, -0.51)  -0.090
C (1.70, 4.13, -1.22)  -0.098
C (1.66, 2.76, -1.00)  -0.203
C (0.79, 2.16, -0.08)  -0.284
H (-3.43, 1.85, 1.58)  0.093
H (-3.06, 0.33, 0.73)  0.083
H (-2.55, 1.88, 0.04)  0.077
H (-2.31, 1.03, 3.59)  0.094
H (-0.63, 0.47, 3.46)  0.076
H (-1.94, -0.49, 2.75)  0.082
H (-0.10, 2.45, 2.69)  0.130
H (-1.57, 3.27, 2.16)  0.125
H (-0.63, 5.07, 1.02)  0.108
H (0.85, 6.03, -0.69)  0.100
H (2.40, 4.54, -1.94)  0.104
H (2.34, 2.14, -1.58)  0.013
I (-4.49, 1.70, -5.09)  0.840
C (-2.86, 1.68, -3.81)  -0.774
C (-1.92, 2.68, -3.64)  -0.141
N (-1.06, 2.23, -2.72)  0.009
N (-1.37, 1.00, -2.29)  -0.042
C (-2.47, 0.65, -2.94)  -0.208
H (-1.84, 3.65, -4.10)  0.120
H (-0.26, 2.69, -2.31)  0.117
H (-2.94, -0.30, -2.78)  0.108

Computed properties:
- charge = 0
- HOMO level (eV) = -6.93
- HOMO-LUMO gap (eV) = 6.54
- ΔE to the lowest compared entry with this formula, charge and spin (kJ/mol) = 171.61

=====

Record 4
Entry from the OMol25 dataset: a 4-piece molecular cluster, C16H28N4 overall in a non-equilibrium geometry (ωB97M-V/def2-TZVPD).

Each line ends with the Löwdin charge.
Cartesian coordinates (Å):
C (1.81, 7.45, -22.43)  -0.120
C (2.01, 8.70, -23.22)  -0.286
C (3.39, 9.24, -23.16)  -0.218
C (3.62, 10.55, -23.86)  -0.176
N (3.78, 11.60, -24.43)  0.110
H (2.25, 6.53, -22.81)  0.068
H (0.73, 7.35, -22.42)  0.073
H (2.01, 7.51, -21.36)  0.083
H (1.32, 9.37, -22.70)  0.120
H (1.77, 8.55, -24.28)  0.122
H (4.12, 8.58, -23.65)  0.092
H (3.66, 9.29, -22.11)  0.120
C (2.28, 1.49, -26.63)  -0.085
C (2.84, 1.63, -28.12)  -0.231
C (2.75, 3.08, -28.64)  -0.178
C (3.63, 4.11, -27.97)  -0.203
N (4.25, 4.92, -27.49)  0.148
H (2.95, 2.01, -25.95)  0.039
H (2.44, 0.44, -26.37)  0.069
H (1.28, 1.91, -26.57)  0.073
H (2.27, 0.98, -28.79)  0.101
H (3.85, 1.22, -28.05)  0.102
H (1.71, 3.31, -28.85)  0.117
H (3.12, 3.08, -29.66)  0.106
C (8.37, 6.45, -26.43)  -0.105
C (9.35, 5.91, -27.46)  -0.246
C (9.83, 6.80, -28.62)  -0.187
C (10.38, 6.01, -29.73)  -0.247
N (10.86, 5.40, -30.60)  0.130
H (7.51, 7.00, -26.82)  0.075
H (8.90, 7.19, -25.83)  0.075
H (7.95, 5.70, -25.76)  0.052
H (8.94, 5.04, -27.98)  0.103
H (10.21, 5.46, -26.96)  0.112
H (10.69, 7.45, -28.45)  0.119
H (9.03, 7.36, -29.11)  0.122
C (5.24, 3.52, -24.82)  -0.128
C (5.54, 4.37, -23.58)  -0.229
C (5.57, 5.95, -23.72)  -0.165
C (5.88, 6.63, -22.45)  -0.241
N (6.05, 7.22, -21.47)  0.143
H (5.22, 2.46, -24.57)  0.074
H (6.09, 3.68, -25.48)  0.064
H (4.29, 3.83, -25.24)  0.037
H (6.51, 4.05, -23.20)  0.106
H (4.78, 4.11, -22.84)  0.105
H (4.62, 6.37, -24.06)  0.096
H (6.26, 6.40, -24.43)  0.091

Computed properties:
- charge = 0
- structure (SMILES) = CCCC#N.CCCC#N.CCCC#N.CCCC#N
- HOMO level (eV) = -11.22
- HOMO-LUMO gap (eV) = 11.59
- ΔE to the lowest compared entry with this formula, charge and spin (kJ/mol) = 163.02

=====

no.,electronic energy (eV)
1,-255741.528
2,-64728.663
3,-307258.909
4,-23004.150